Entry from the Open Molecules 2025 dataset: a structure of composition C44H22DyF6IN12O5S4 at a distorted geometry (ωB97M-V with the def2-TZVPD basis set).

Cartesian coordinates (Å):
1 Dy -0.3416 0.1560 -0.0423
2 C 6.1595 1.3818 -2.7552
3 C 5.4304 1.8520 -3.8365
4 C 4.0661 1.9827 -3.7349
5 C 3.4062 1.4604 -2.6732
6 C 1.9973 1.4687 -2.2159
7 N 1.8669 0.9721 -0.9220
8 C 3.1665 0.7105 -0.4655
9 N 3.4271 0.4080 0.7745
10 C 2.6024 0.4074 1.8192
11 C 3.0318 0.1300 3.2076
12 C 4.2903 -0.0743 3.8056
13 C 4.3364 -0.0730 5.1802
14 C 3.2135 -0.0242 5.9690
15 C 1.9612 0.2361 5.3829
16 C 1.8495 0.3192 4.0080
17 C 0.7669 0.6608 3.0390
18 N -0.3997 1.0614 3.5112
19 C -1.3462 1.7192 2.7279
20 N -1.4467 1.6791 1.3862
21 C -2.3320 2.6789 1.0359
22 N -2.5758 3.1294 -0.1800
23 C -1.8894 2.9014 -1.2768
24 N -0.7949 2.1029 -1.4181
25 C -0.2307 2.2799 -2.6377
26 N 1.0338 1.9667 -3.0100
27 C -1.1527 3.0494 -3.5139
28 C -1.1924 3.3867 -4.8325
29 C -2.1952 4.2872 -5.2370
30 C -3.0962 4.8398 -4.3448
31 C -3.0207 4.5132 -3.0024
32 C -2.1672 3.4933 -2.6258
33 C -2.9189 3.2662 2.3017
34 C -3.6010 4.4386 2.5664
35 C -3.6807 4.8869 3.8836
36 C -3.0890 4.1763 4.9555
37 C -2.5690 2.9487 4.6843
38 C -2.3445 2.5396 3.3573
39 N 1.2645 0.6020 1.7494
40 C 4.1224 0.9023 -1.5691
41 C 5.5379 0.8554 -1.6039
42 H 7.2383 1.5425 -2.7436
43 H 5.9508 2.1859 -4.7413
44 H 3.5488 2.4625 -4.5918
45 H 5.1845 -0.1017 3.2370
46 H 5.3034 -0.0890 5.7178
47 H 3.3731 0.0322 7.0170
48 H 1.0850 0.3397 5.9768
49 H -0.4764 2.9385 -5.5009
50 H -2.2998 4.4925 -6.3218
51 H -3.8426 5.5706 -4.7052
52 H -3.6138 4.9791 -2.2396
53 H -4.2363 4.9143 1.8146
54 H -4.2365 5.8465 4.0445
55 H -2.9406 4.5724 5.9361
56 H -2.1500 2.2734 5.4513
57 H 6.1439 0.6068 -0.7439
58 F -0.7705 -5.7108 -4.1144
59 C -0.6997 -5.3684 -2.8408
60 F 0.5930 -5.1176 -2.5211
61 F -1.1113 -6.4089 -2.0929
62 S -1.7472 -3.8780 -2.5084
63 O -1.6875 -3.6538 -1.1138
64 O -3.0475 -4.2691 -3.0441
65 N -1.0993 -2.8874 -3.4751
66 S -0.6707 -1.4225 -3.3470
67 O -1.5304 -0.3783 -3.9326
68 O -0.3080 -1.0653 -1.9358
69 C 1.0338 -1.3187 -4.3400
70 F 1.0708 -2.4121 -5.1224
71 F 2.1086 -1.3370 -3.5006
72 F 1.0876 -0.2712 -5.1445
73 S 1.5215 -2.4498 0.0719
74 C 0.8917 -3.5048 1.1948
75 C 1.4869 -4.7682 1.3638
76 C 1.2860 -5.6355 2.4472
77 C 2.0776 -6.8405 2.4576
78 N 2.7577 -7.7719 2.4775
79 C 0.3534 -5.2256 3.4173
80 C -0.4092 -4.0617 3.1887
81 C -0.2202 -3.1842 2.1250
82 S -1.1205 -1.7925 2.1515
83 C 0.0767 -5.9854 4.5504
84 N -0.1767 -6.6496 5.4770
85 H 2.3225 -5.0872 0.7039
86 H -1.1803 -3.8504 3.9401
87 N -3.5709 -1.4059 -2.0131
88 C -3.5279 -0.9357 -0.7495
89 O -2.5623 -0.2506 -0.2899
90 C -4.8453 -0.8659 0.0084
91 I -6.1341 -2.6320 -0.2398
92 H -3.0324 -0.9283 -2.7218
93 H -4.2257 -2.1214 -2.2237
94 H -5.4732 -0.0951 -0.4234
95 H -4.6947 -0.7044 1.0649

- Max |F|: 3.911 eV/A
- Total charge: -2
- <S²>: 9.330
- 2S+1: 6
- E: -165940.400 eV
- Frontier orbital gap (alpha / beta): 3.953 / 3.958 eV
- HOMO level (alpha / beta): -1.413 / -1.418 eV